Run one
Molecular formula: C21H27ClN2O5
Method: DFT, ωB97M-V/def2-TZVPD

Atoms and positions in Å:
C  -0.48849  -1.21845  -6.74242
O  0.38012  -0.30141  -6.07969
C  0.48324  -0.51795  -4.73455
C  -0.29983  0.23284  -3.85536
C  -1.26711  1.25165  -4.38830
C  -0.14786  0.02926  -2.49189
C  0.75642  -0.89972  -1.99039
C  0.85734  -1.03986  -0.49934
O  0.44846  -0.16602  0.25202
N  1.41686  -2.18085  -0.02934
C  1.59340  -2.39598  1.39752
C  2.82538  -1.67596  1.93725
C  2.94648  -1.78415  3.44465
O  1.75486  -1.28188  4.01675
C  1.87364  -0.81133  5.34414
C  0.54404  -0.18893  5.70924
N  0.20297  0.79696  4.69035
C  -1.05761  1.34460  4.68986
O  -1.65727  1.66186  5.69367
C  -1.55465  1.57106  3.33433
C  -1.83785  1.65924  2.17114
C  -2.14326  1.73639  0.75171
C  -3.52821  2.29668  0.39876
C  -3.31853  2.84860  -1.02032
O  -1.90818  2.84987  -1.26639
C  -1.23721  2.69168  -0.02557
C  1.54802  -1.62587  -2.87048
C  1.40609  -1.43048  -4.23293
Cl  2.41926  -2.31485  -5.32817
H  -0.49315  -0.93673  -7.79193
H  -0.12552  -2.24308  -6.64130
H  -1.50256  -1.14997  -6.34041
H  -1.62710  1.88388  -3.57852
H  -0.79180  1.87459  -5.14534
H  -2.12559  0.77035  -4.86227
H  -0.73757  0.61662  -1.80037
H  1.65390  -2.91361  -0.67213
H  0.70524  -2.03188  1.91138
H  1.66762  -3.47088  1.57128
H  3.72883  -2.08141  1.47413
H  2.75532  -0.62133  1.66345
H  3.10015  -2.82504  3.76057
H  3.80697  -1.20109  3.79265
H  2.10914  -1.62927  6.03478
H  2.67579  -0.06498  5.40161
H  -0.22424  -0.96655  5.76545
H  0.60930  0.28689  6.68708
H  0.49645  0.49450  3.76962
H  -2.01179  0.73924  0.32326
H  -4.30882  1.53975  0.44523
H  -3.78703  3.09331  1.09589
H  -3.78340  2.22441  -1.78538
H  -3.71155  3.86352  -1.11953
H  -1.14921  3.64889  0.50262
H  -0.24800  2.27864  -0.20909
H  2.30807  -2.31576  -2.52898

Calculated values
- M: 422.9 g/mol
- HOMO energy: -9.25 eV


Run two
Molecular formula: C21H27ClN2O5
Method: DFT, ωB97M-V/def2-TZVPD

Atoms and positions in Å:
C  -6.29700  3.17524  0.25601
O  -6.00218  1.77945  0.28005
C  -4.69869  1.49905  0.58164
C  -3.78986  1.26735  -0.45340
C  -4.23940  1.34129  -1.88530
C  -2.47917  0.95270  -0.12904
C  -2.07039  0.84049  1.19434
C  -0.64409  0.46420  1.45181
O  0.25673  0.81722  0.70661
N  -0.41879  -0.30992  2.54474
C  0.89467  -0.89211  2.77389
C  1.16494  -2.06723  1.84021
C  2.52221  -2.70072  2.05403
O  3.52312  -1.72281  1.84908
C  4.78874  -2.27756  1.56476
C  5.75609  -1.14402  1.29083
N  5.27777  -0.21884  0.25972
C  4.97327  -0.75449  -0.98890
O  5.78029  -1.33334  -1.67951
C  3.64510  -0.38711  -1.47137
C  2.53753  -0.07904  -1.81940
C  1.19403  0.29737  -2.23076
C  1.05964  0.73642  -3.69428
C  -0.43773  0.55136  -3.94575
O  -0.91448  -0.37490  -2.95983
C  0.18284  -0.84813  -2.19167
C  -2.97831  1.05927  2.22054
C  -4.28510  1.39116  1.90596
Cl  -5.42449  1.66413  3.18467
H  -7.34764  3.26494  -0.00673
H  -6.12550  3.62750  1.23453
H  -5.68721  3.68714  -0.49276
H  -3.46715  0.93980  -2.53979
H  -5.15842  0.77471  -2.03213
H  -4.44553  2.37102  -2.18428
H  -1.76527  0.76987  -0.92283
H  -1.21599  -0.73763  2.98455
H  1.63981  -0.11580  2.61350
H  0.95079  -1.20358  3.81861
H  0.39631  -2.83327  1.97935
H  1.10304  -1.71181  0.80965
H  2.61223  -3.11784  3.06721
H  2.65691  -3.52563  1.34414
H  5.15477  -2.87922  2.40725
H  4.71793  -2.93371  0.68688
H  5.91995  -0.56142  2.19706
H  6.71593  -1.55871  0.98306
H  4.46703  0.27466  0.61487
H  0.83414  1.08091  -1.56025
H  1.39201  1.75934  -3.86033
H  1.65092  0.07540  -4.32889
H  -0.98996  1.48627  -3.82112
H  -0.64505  0.15865  -4.94296
H  0.61078  -1.75556  -2.63386
H  -0.16917  -1.06680  -1.18448
H  -2.68296  1.00428  3.26011

Calculated values
- M: 422.9 g/mol
- HOMO energy: -9.23 eV


Need the numbers? Relative energies in hartree: run one 0.0000; run two 0.0048.


Run one
Molecular formula: C2H6N3O
Method: DFT, ωB97M-V/def2-TZVPD

Atoms and positions in Å:
C  -2.43676  -0.05842  -0.16664
C  0.86875  0.50877  0.10887
N  -3.21163  0.67182  0.32884
N  0.90463  -0.89044  0.38199
N  2.01485  0.94324  -0.34761
O  -1.67143  -0.82874  -0.62576
H  -3.95058  1.37331  0.22746
H  1.55215  -1.57851  -0.13578
H  0.74638  -1.26091  1.37009
H  2.82789  0.47679  -0.44930
H  2.26992  1.94601  -0.60739
H  0.08584  -1.30291  -0.08479

Calculated values
- M: 88.1 g/mol
- Net charge: +1
- HOMO energy: -14.35 eV


Run two
Molecular formula: C2H6N3O
Method: DFT, ωB97M-V/def2-TZVPD

Atoms and positions in Å:
N  2.19968  0.32677  0.04533
C  1.01293  -0.26255  0.11643
O  0.69327  -1.44805  0.09570
N  -0.10936  0.74373  0.15316
C  -1.40259  0.39265  0.12553
N  -1.79643  -0.84030  0.04489
H  2.37083  1.25406  -0.20300
H  2.97364  -0.30094  -0.24787
H  0.06112  1.74832  0.11010
H  -2.24042  1.04558  -0.03383
H  -2.77302  -1.03276  -0.23264
H  -0.98963  -1.62650  0.02620

Calculated values
- M: 88.1 g/mol
- Net charge: +1
- HOMO energy: -15.68 eV


Need the numbers? Relative energies in hartree: run one 0.1202; run two 0.0000.


Run one
Molecular formula: H28O14
Method: DFT, ωB97M-V/def2-TZVPD

Atoms and positions in Å:
O  -0.15481  2.00610  1.77888
H  -0.34808  2.48292  2.58605
H  0.78262  1.81920  1.82915
O  -2.66330  0.06356  2.88716
H  -1.80773  -0.16668  2.52492
H  -3.02792  0.68999  2.26196
O  1.71439  -0.32707  2.83440
H  1.87749  0.57801  3.09983
H  2.24596  -0.44583  2.04727
O  -2.40888  -0.33852  -2.52094
H  -1.75666  0.35591  -2.61373
H  -2.61571  -0.35018  -1.58642
O  3.00831  1.54908  -2.77340
H  3.52188  0.91902  -3.27885
H  3.07502  1.24256  -1.86906
O  0.13139  -0.05567  -0.60318
H  1.00984  0.20978  -0.33098
H  -0.42852  0.17017  0.13961
O  -2.93459  -0.93423  0.00519
H  -2.47234  -1.14509  0.81642
H  -3.36202  -0.09649  0.18332
O  0.29139  -2.96359  0.05449
H  0.94642  -3.62983  0.26255
H  -0.21129  -3.33880  -0.66853
O  -0.71080  -1.53501  2.10378
H  -0.39750  -2.09128  1.39058
H  0.08613  -1.19766  2.51283
O  -3.25117  1.74863  0.74157
H  -2.36327  2.10342  0.69680
H  -3.81773  2.49381  0.54170
O  0.05481  -1.80010  -2.97377
H  -0.66129  -1.37180  -2.50473
H  0.00022  -2.71819  -2.70851
O  3.47096  -1.38533  -1.06299
H  3.48895  -2.17229  -0.51836
H  2.61004  -1.40242  -1.48103
O  2.42925  1.01996  0.07359
H  3.16848  0.49792  0.38544
H  2.65597  1.92025  0.30662
O  -0.73753  2.68770  -1.42889
H  -0.24326  2.80626  -2.23999
H  -0.19520  2.10181  -0.90083

Calculated values
- Spin multiplicity: 2
- M: 252.2 g/mol
- Expectation value of S²: 0.751
- Net charge: -1
- HOMO energy (spin up / spin down): -0.64 / -7.71 eV


Run two
Molecular formula: H28O14
Method: DFT, ωB97M-V/def2-TZVPD

Atoms and positions in Å:
O  3.72179  -2.03067  -0.82455
H  3.75870  -2.18834  0.12513
H  3.32939  -2.69604  -1.30962
O  0.07674  -1.52661  1.08863
H  -0.80938  -1.56747  1.09208
H  0.37417  -1.40256  0.16564
O  -2.85093  2.77656  0.43017
H  -2.63258  2.55005  1.22308
H  -2.47885  3.62839  0.29165
O  -0.01910  2.29262  -1.98137
H  0.53542  1.62919  -1.43671
H  -0.59404  1.50539  -2.07522
O  -1.19762  -3.74416  2.23258
H  -2.11997  -3.83586  2.73847
H  -0.74278  -3.44796  2.96024
O  0.25766  -2.03802  4.03940
H  1.11622  -2.13563  4.35084
H  0.18009  -1.79193  3.10918
O  -3.17845  1.32375  -3.09463
H  -3.79330  0.64241  -3.41256
H  -3.69233  2.14201  -3.28682
O  -2.73641  -1.55394  -0.51671
H  -2.12360  -1.05774  -1.21851
H  -3.35530  -0.67904  -0.17939
O  2.90501  0.81751  -2.56880
H  2.38772  1.51495  -3.01245
H  3.50461  0.45381  -3.10849
O  1.40639  -4.21886  1.92065
H  2.12714  -3.69362  1.96091
H  0.75987  -3.94997  1.29558
O  -2.07945  2.65457  3.31178
H  -1.98987  2.56595  4.21746
H  -1.39071  2.14056  3.00067
O  1.82584  0.06183  -4.48023
H  1.60121  0.60967  -5.19452
H  2.36975  -0.52261  -4.91363
O  0.36201  1.71175  4.11070
H  0.46038  2.15004  4.97114
H  0.34003  0.81246  4.38843
O  1.59450  3.47517  -3.69228
H  0.93215  2.77815  -3.63102
H  1.24209  3.83373  -2.91432

Calculated values
- Spin multiplicity: 2
- M: 252.2 g/mol
- Expectation value of S²: 0.751
- Net charge: -1
- HOMO energy (spin up / spin down): 0.23 / -7.22 eV


Need the numbers? Relative energies in hartree: run one 0.0000; run two 0.1867.


Run one
Molecular formula: C5H14NO2
Method: DFT, ωB97M-V/def2-TZVPD

Atoms and positions in Å:
N  0.83691  -0.64277  1.23320
C  -0.43167  -0.07439  0.60985
C  -1.65527  0.04305  1.70436
O  -1.19514  -0.87226  2.63551
C  -0.04675  1.21968  -0.12956
C  0.75477  1.11328  -1.44368
C  0.58417  -0.21554  -2.13995
O  1.27142  -1.30846  -1.52142
H  1.61808  -0.25888  0.64983
H  0.81356  -1.72776  1.16076
H  1.10279  -0.20534  2.12764
H  -0.84033  -0.75328  -0.18858
H  -1.72535  1.10477  2.02357
H  -2.49446  -0.52559  1.11437
H  -1.87432  -1.40645  3.21588
H  0.36828  1.97633  0.54135
H  -0.93025  1.96678  -0.49519
H  0.01374  1.76719  -2.08537
H  1.71251  1.74169  -1.54092
H  1.01097  -0.06137  -3.29695
H  -0.38181  -0.82519  -1.99992
H  1.48816  -2.05549  -2.17475

Calculated values
- M: 120.2 g/mol
- Net charge: +1
- HOMO energy: -13.86 eV


Run two
Molecular formula: C5H14NO2
Method: DFT, ωB97M-V/def2-TZVPD

Atoms and positions in Å:
C  0.02603  1.90998  0.41500
O  -0.77262  1.19157  -0.36118
C  1.05594  1.04899  1.13470
C  0.27759  -0.04216  1.92095
C  -0.37824  -0.92625  0.89649
C  0.24675  -2.27955  -0.92734
N  0.56556  -1.45506  -0.01535
H  0.76503  2.61216  -0.06323
H  -0.52966  2.67306  0.98616
H  -2.19826  -0.57153  -2.12226
H  1.66894  1.71538  1.74585
H  1.74404  0.45041  0.52808
H  1.04239  -0.61527  2.46021
H  -0.45785  0.36249  2.61412
H  -0.87788  -1.75089  1.45067
H  -1.22816  -0.39585  0.41205
H  1.01635  -2.46288  -1.67048
H  -0.70334  -2.81601  -0.97867
H  -2.60910  0.01881  -2.29171
H  -0.08342  0.75691  -1.37066
H  0.89594  0.46169  -2.79382
O  0.53397  0.11399  -1.96958

Calculated values
- M: 120.2 g/mol
- Net charge: +1
- HOMO energy: -14.18 eV


Run three
Molecular formula: C5H14NO2
Method: DFT, ωB97M-V/def2-TZVPD

Atoms and positions in Å:
O  -1.54668  1.75397  1.05662
C  -1.06577  0.69603  1.36057
C  -0.30440  -0.15203  0.37469
C  1.21581  -0.03189  0.45952
C  1.91169  -1.17276  -0.26009
C  1.71234  1.34766  -0.01950
N  -0.76731  0.34549  -1.00756
H  -1.20367  0.30421  2.37472
H  -0.66513  -1.17022  0.32874
H  1.50824  -0.02323  1.50935
H  2.99651  -1.09418  -0.16180
H  1.79123  -1.06818  -1.34855
H  1.62784  -2.18253  0.04881
H  2.27137  1.33382  -0.95928
H  2.39090  1.88147  0.64891
H  0.90343  2.06926  -0.13472
H  -0.05783  0.94063  -1.43848
H  -0.97993  -0.43987  -1.61716
H  -1.64654  0.85954  -0.90475
H  -3.43594  -1.75761  -0.78995
H  -3.68724  -1.12641  0.55029
O  -2.96891  -1.31317  -0.07037

Calculated values
- M: 120.2 g/mol
- Net charge: +1
- HOMO energy: -14.63 eV


Need the numbers? Relative energies in hartree: run one 0.1136; run two 0.3036; run three 0.0000.


Run one
Molecular formula: C5H14NO2
Method: DFT, ωB97M-V/def2-TZVPD

Atoms and positions in Å:
C  -0.05635  0.41320  -0.94422
C  -3.31600  -0.54903  -0.21126
C  2.34514  -2.02419  0.39119
C  2.07370  1.99876  0.24767
C  1.16198  -0.11879  -0.35572
N  -2.48315  0.26519  0.67687
O  1.26943  -1.39876  -0.31520
O  2.09866  0.57457  0.20941
H  -0.90155  0.41995  -0.17126
H  0.05710  1.42102  -1.32869
H  -0.42390  -0.26022  -1.71559
H  -3.28805  -0.11869  -1.21106
H  -2.90751  -1.55755  -0.24721
H  -4.35920  -0.60704  0.11033
H  3.31289  -1.69164  0.00992
H  2.21801  -3.09327  0.23172
H  2.27735  -1.79366  1.45867
H  2.19966  2.41365  -0.75780
H  2.92673  2.28524  0.86433
H  1.14649  2.36499  0.69075
H  -2.88245  1.19775  0.75934
H  -2.46900  -0.14147  1.60782

Calculated values
- M: 120.2 g/mol
- Net charge: +1
- HOMO energy: -13.13 eV


Run two
Molecular formula: C5H14NO2
Method: DFT, ωB97M-V/def2-TZVPD

Atoms and positions in Å:
C  1.11883  -1.20657  1.81103
O  2.17590  -0.39661  1.36237
C  0.23509  -1.55857  0.57611
C  -1.17458  -1.01740  0.59047
C  -1.47312  0.04109  -0.49794
C  -0.34788  2.27759  -0.15897
N  -0.37494  1.03098  -0.38443
H  1.48121  -2.05005  2.40192
H  0.47314  -0.67326  2.51323
H  3.04612  -0.77681  1.53733
H  0.19726  -2.60034  0.27246
H  0.82120  -1.29458  -0.29523
H  -1.94417  -1.81095  0.48028
H  -1.46281  -0.60135  1.53697
H  -1.39945  -0.40175  -1.51352
H  -2.41111  0.58431  -0.50788
H  0.57955  2.76698  0.12131
H  -1.17564  2.98373  -0.24594
H  0.55391  0.61721  -0.29610
H  0.75927  0.89159  -2.65948
H  0.35732  1.81499  -3.70979
O  -0.03508  1.37979  -2.93420

Calculated values
- M: 120.2 g/mol
- Net charge: +1
- HOMO energy: -14.06 eV


Need the numbers? Relative energies in hartree: run one 0.0000; run two 0.0197.